(1)
The following is a DFT calculation (ωB97M-V/def2-TZVPD) of a molecular structure, C38H49N5O4OsS.

Values from the calculation:
* <S²>: 6.041
* gap between HOMO and LUMO (spin up / spin down): 4.514 / 2.652 eV
* spin multiplicity: 5
* total charge: +2

Each line ends with the Mulliken spin population.
CARTESIAN COORDINATES (ANGSTROEM)
H 0.81726 -5.55011 1.29549  0.001
C 2.17320 -1.72700 0.62363  0.209
N 1.86173 0.34469 -0.41162  0.229
O -1.70536 -2.75942 1.82496  0.003
N -3.72701 -0.68374 -1.57949  -0.006
H 6.58158 -0.76966 2.55458  -0.002
H -1.91549 3.34220 0.12868  0.000
H 4.03722 1.77536 -1.50632  -0.003
C 0.22532 5.91477 0.95994  0.011
C 4.40757 4.48299 -1.77919  0.090
H -3.56968 1.97555 -3.64083  0.001
H 2.12098 5.53787 -0.87923  0.007
C -4.08101 0.23251 -2.48760  0.025
O -0.07933 1.75573 0.08812  0.267
C 6.96556 -2.68889 -0.31867  0.036
Os -0.07045 -0.23500 -0.20436  1.775
C -3.24256 1.25401 -2.90785  -0.004
H 3.19575 6.04457 -2.74067  -0.002
H 8.03808 -1.57402 1.95382  0.004
C 4.92628 -1.52868 0.51105  -0.065
H -1.15222 4.61482 -1.95486  -0.001
H 3.87991 -5.41179 1.39656  0.001
H 4.81562 5.84885 -3.40346  0.003
H -5.08147 0.14181 -2.89283  -0.001
C -0.26054 4.78031 0.04125  0.037
C -0.80678 5.39203 -1.26757  0.018
H 8.09511 -0.24057 -0.08157  -0.001
H -0.61834 6.55988 1.20544  0.000
C 3.95886 5.30868 -2.99894  0.040
H 6.36292 4.14613 -2.60592  -0.001
C 3.28550 -5.04381 2.23789  -0.001
H 0.97814 -4.43269 3.49004  0.001
S -2.70301 -2.07175 1.07063  -0.001
C -3.79147 -5.44392 -0.82391  0.000
H 2.77750 -5.89899 2.68249  0.000
H 6.64037 -2.53419 2.42685  -0.001
H 5.80682 5.96712 -1.07463  0.003
C 4.94300 5.42571 -0.68666  0.040
H -3.33454 -6.35166 -1.19766  0.000
C -5.06724 -3.11608 0.14283  -0.002
C 1.28695 -4.69767 0.79923  0.008
C -2.51876 -0.55159 -1.08517  0.029
C 2.24551 -4.01750 1.79089  0.024
C 3.19622 2.32989 -1.13064  0.081
C 2.07764 4.46030 -0.80527  0.039
H 5.22895 2.86478 -3.00298  -0.001
H 4.20192 6.16310 -0.37544  -0.001
H 2.10193 -3.09995 3.76933  -0.001
H 3.95663 -4.63104 2.99381  0.000
H -1.65500 6.04062 -1.04427  0.001
H 6.61891 -2.63566 -1.35286  -0.002
C 3.20553 3.73476 -1.22923  -0.038
H 0.98672 6.54370 0.49821  0.000
H 6.69371 0.67901 0.44584  0.000
H 0.64273 -2.86054 2.77219  -0.005
N -1.89507 -1.32940 -0.15211  -0.015
C 4.28005 -2.67877 1.05825  0.191
N -1.62609 0.40481 -1.44632  -0.072
H 0.50623 -4.00853 0.49162  -0.004
C 2.92861 -2.81608 1.14278  0.096
C -5.21349 -5.28404 -0.90369  -0.001
C -3.67591 -3.30042 0.22809  -0.002
H -6.96022 -6.16261 -1.48284  0.000
C -1.98461 1.30945 -2.34935  0.033
H 8.05595 -2.66828 -0.32262  0.003
C 2.09392 1.70131 -0.62571  -0.003
C 6.44491 -1.49210 0.49924  0.062
H -6.91119 -3.98545 -0.47872  0.000
C 7.00649 -0.20678 -0.11343  0.008
C 6.94797 -1.60229 1.95023  0.034
N -5.95668 -6.24603 -1.42772  0.000
H -1.06614 3.56024 1.66457  0.003
C 0.93279 2.45641 -0.27363  0.339
H 4.68071 0.37916 -0.39329  0.012
H 3.56290 4.66065 -3.78385  -0.003
H 1.82531 -5.05995 -0.08093  0.000
C -5.83502 -4.09176 -0.41231  0.001
C 4.17558 -0.48246 0.00022  0.040
H -1.96868 -4.56840 -0.15743  -0.001
H 5.25917 4.86283 0.19396  -0.003
H 6.71232 -0.09772 -1.16050  0.000
O 0.87875 -1.65265 0.72326  0.215
H -5.54205 -7.09837 -1.77244  0.000
H 0.62765 5.51206 1.89215  -0.001
H -0.04646 5.98238 -1.78198  0.000
C 2.79791 -0.56448 0.01948  0.118
C -3.04011 -4.45837 -0.25881  0.001
H -2.13752 4.82238 1.05865  0.000
H -1.26222 2.07366 -2.59895  -0.002
H 4.91141 -3.47349 1.43242  0.007
C 0.92542 3.88658 -0.33466  0.075
H 6.65487 -3.64707 0.10073  -0.001
C 5.54104 3.54986 -2.21046  0.015
H -5.49957 -2.20483 0.53356  0.000
H 5.93178 2.97297 -1.36795  -0.004
C 1.44319 -3.55890 3.02951  0.010
O -3.63526 -1.17934 1.67488  0.013
C -1.40983 4.06881 0.76077  -0.003

=====

(2)
The following is a DFT calculation (ωB97M-V/def2-TZVPD) of a molecular structure, C31H33FIN5O5Tl.

Values from the calculation:
* gap between HOMO and LUMO: 3.703 eV
* total charge: -1

Each line ends with the Löwdin charge.
CARTESIAN COORDINATES (ANGSTROEM)
H -2.90915 1.09125 3.94811  0.144
H -0.86420 3.83759 7.28532  0.128
H 0.21097 6.84317 1.19848  0.097
C 2.00501 2.59784 2.37240  -0.159
I 4.96013 -3.54783 3.70217  0.795
C 1.33585 0.89657 4.01023  -0.399
C -1.74450 4.21847 4.60053  -0.102
N 1.38850 -2.43148 1.59240  0.083
C -0.92489 4.85341 6.90435  -0.082
N -2.17847 4.40747 0.94322  0.013
H 0.88472 -0.69927 0.58118  0.076
H 0.42299 5.01963 1.16813  0.092
C 2.32314 -3.05551 2.30110  -0.237
H 1.95830 6.51784 7.03551  0.113
N -0.66545 4.77786 5.44017  -0.045
H -0.47810 4.87070 -1.08588  0.084
C -2.57324 2.10396 3.77082  0.101
H -1.36863 -0.03214 -3.29603  0.080
Tl -2.26180 -1.01133 -0.23189  0.898
H -1.94507 1.99312 -2.25443  0.096
O -3.74814 0.50327 -1.27990  -0.200
H 1.89709 3.98202 6.95882  0.126
C -0.93422 1.59123 -2.11372  -0.170
C -2.17458 3.92440 2.23410  -0.106
N 1.21881 5.97484 6.61472  -0.073
C -3.00646 1.72704 1.36699  -0.325
C -3.18288 2.38554 0.08871  -0.045
O -3.15942 0.52370 1.60531  -0.102
H 1.83442 3.04123 1.39907  0.082
H 0.52132 3.03173 5.30321  0.127
H -0.25917 2.15408 -2.76784  0.117
H -0.32937 6.75934 7.76648  0.113
C 3.30744 2.31287 4.38386  -0.186
F -2.05471 2.37826 6.04470  0.060
C -2.60511 2.60938 2.46080  -0.014
C -0.12700 5.88396 0.82502  -0.099
C 0.48829 -0.12013 4.40941  -0.053
N -0.98653 0.15443 -2.37860  -0.040
C 2.46715 1.30396 4.79694  -0.118
H 0.43249 5.34048 8.49887  0.117
H 0.67007 -0.66797 5.32616  0.007
H 4.14994 2.59209 5.01191  0.085
H 2.06804 -4.03329 2.69422  0.087
C -1.60380 5.69145 0.63182  -0.263
H 2.63969 4.81639 5.59366  0.115
C 0.11469 5.78721 7.54752  -0.190
H 2.65186 0.79209 5.73669  0.091
C 1.67342 -1.22526 1.10777  -0.132
C 1.13400 1.61228 2.77965  -0.101
H 3.08003 0.37454 0.87503  0.107
H 0.32043 1.32831 2.11902  0.082
H -0.35346 -0.40479 3.79092  0.023
C 2.90651 -0.61026 1.28633  -0.054
O -4.13072 2.56278 -2.05594  -0.010
H -2.80568 4.13518 -1.01171  0.153
H -0.06055 -0.25436 -2.33328  0.074
H 0.89975 4.29220 4.13355  0.124
O -0.14028 3.04904 -0.41143  -0.023
H -1.41877 5.73176 3.11205  0.122
H 3.78259 3.75396 2.83686  0.060
C 3.56886 -2.50106 2.54643  -0.727
C -2.11988 2.88019 4.78337  -0.208
C 0.66512 4.10508 5.17975  -0.061
H -0.55796 5.74046 5.11694  0.169
H -1.94443 5.20616 7.04126  0.136
H -2.24751 6.53813 0.85474  0.145
C 1.70705 4.68247 6.13465  -0.171
C -0.69857 5.79091 -0.55630  -0.089
H 4.84252 -0.79835 2.20650  0.095
C -1.73454 4.71153 3.29510  0.068
C -2.73535 3.65870 -0.04421  0.024
C -3.75130 1.76871 -1.18803  -0.666
C 3.10071 2.97720 3.16451  -0.187
H -0.76982 6.69020 -1.15461  0.100
O -0.74790 0.96957 0.15931  -0.183
C -0.55015 1.89940 -0.66353  -0.646
C 3.87884 -1.25523 2.02679  -0.140

=====

(3)
The following is a DFT calculation (ωB97M-V/def2-TZVPD) of a molecular structure, C18H27N7O4RbS.

Values from the calculation:
* gap between HOMO and LUMO: 6.125 eV
* total charge: -1

Each line ends with the natural charge from an NBO analysis.
CARTESIAN COORDINATES (ANGSTROEM)
C 1.52069 3.61528 -1.72708  -0.224
H -1.61916 -1.64968 -4.06572  0.357
C -3.40666 -1.96906 -0.11691  0.277
H 3.89499 -3.26273 -1.49901  0.158
C 1.15878 2.29053 -1.89874  0.032
C -2.18392 1.06946 2.36776  -0.233
O 0.04108 0.20756 2.49066  -0.879
H 1.71317 4.26372 -2.57109  0.233
C 2.83607 -3.02926 -1.31203  -0.100
H -4.01100 -3.89120 0.07731  0.382
C -1.06453 0.85631 4.49386  -0.285
N 0.90775 1.45284 -0.89018  -0.439
N -4.18502 -2.96966 0.43842  -0.828
O 2.57308 6.20029 -1.08721  -0.612
C 1.97166 5.56134 -0.24568  0.658
N -0.65439 -1.89464 -4.26715  -0.676
N -2.65028 0.15688 0.07527  -0.279
H 2.51948 -5.11412 -0.96222  0.162
H -0.17798 0.58464 5.05725  0.190
O 2.72676 -1.84127 -0.56031  -0.548
C -2.17676 1.03517 0.87446  0.055
H 1.05277 1.88137 -2.89817  0.185
H -1.69198 1.86618 0.36262  0.169
H 0.52518 -0.37784 -3.79733  0.331
H 0.52695 -4.06724 -2.49006  0.164
H -0.90071 -4.31843 -1.48379  0.237
H -4.23457 2.00899 4.92224  0.192
H 2.33261 -2.90842 -2.27869  0.195
C -3.34235 1.65672 4.42039  -0.321
C -3.31206 1.52556 3.03720  -0.162
C 0.15653 -4.55558 -1.58254  -0.271
H 0.30262 -5.63904 -1.67248  0.153
H -4.19031 1.77730 2.45164  0.199
H 0.81218 1.24068 1.17906  0.276
H 1.48467 3.56095 1.64751  0.218
H 0.88687 5.64716 1.51014  0.401
S -2.73253 -2.29136 -1.67975  -0.581
H 2.76140 -0.53696 -2.16886  0.182
N 1.56693 6.11008 0.93387  -0.817
H 4.35510 -0.94399 -1.47262  0.153
H -4.34176 -2.88701 1.43097  0.382
N -3.26171 -0.92937 0.66800  -0.506
H -2.19335 1.42176 6.21874  0.187
C 3.30138 -0.74397 -1.23991  -0.246
C 1.38803 3.24517 0.61597  -0.239
O 0.81728 -4.06698 -0.42661  -0.548
Rb -0.28525 -1.35486 0.45889  0.912
C 2.22260 -4.15515 -0.51664  -0.079
N 0.19836 -1.21464 -3.32962  -0.697
H 3.23417 0.12105 -0.58644  0.200
C 1.03870 1.92576 0.35220  0.019
C -2.19649 1.32103 5.13787  -0.223
H -0.57964 -2.88328 -4.06279  0.333
C 1.62195 4.11196 -0.43675  -0.122
H -0.34896 -0.90209 -2.52700  0.360
C -1.00628 0.69097 3.08607  0.369
H 2.60813 -4.11074 0.50353  0.195
H 1.68973 7.10188 1.04149  0.400

=====

(4)
The following is a DFT calculation (ωB97M-V/def2-TZVPD) of 2 unconnected molecules or ions with the total composition C5H10NO.

Values from the calculation:
* gap between HOMO and LUMO: 7.313 eV
* total charge: +1

Each line ends with the natural charge from an NBO analysis.
CARTESIAN COORDINATES (ANGSTROEM)
H 2.84047 0.88553 0.37494  0.218
C -2.37473 -0.61083 -0.71752  -0.275
H -2.25439 -0.08957 -1.65524  0.222
C 2.37451 0.39962 -0.47193  -0.536
C 1.97694 -0.85253 -0.33598  0.135
H -0.57078 0.90145 2.40496  0.227
H -0.88418 1.43320 -0.44670  0.449
H 2.11019 -1.45452 0.55680  0.174
H -2.97561 -1.51781 -0.73297  0.249
H 0.04259 2.40463 1.39896  0.242
O 1.31808 -1.49073 -1.34969  -0.698
C -0.49889 1.47382 1.49585  0.122
H 2.24065 0.86984 -1.43083  0.220
H -1.96935 -0.70591 1.36065  0.236
N -1.05649 0.99009 0.45440  -0.389
C -1.82746 -0.20159 0.41224  -0.089
H 1.50845 -2.43469 -1.31797  0.492

=====

Values for F_max, eV Å⁻¹, ordered as above
4.1, 2.4, 0.9, 0.7
Values for energy, eV, ordered as above
-69127.9631, -65881.5192, -49216.3513, -8875.7478
Values for relative energy (zero: lowest compared OMol25 entry of this formula, charge and spin), kcal/mol, ordered as above
18.39, 27.82, 0.00, 65.32